No. 1
Below is a cluster of 2 separate species, C9H14 in total at a distorted geometry, with properties calculated with ωB97M-V/def2-TZVPD.

Last columns: bonded neighbours and bond lengths (Å).
Geometry (Å):
1 C 1.910 0.037 -0.344  C3 1.478, H10 1.070, H11 1.170, H15 1.068
2 C 0.354 0.161 1.394  C3 1.384, C4 1.427, H8 1.171
3 C 1.115 -0.721 0.647  C1 1.478, C2 1.384, C6 1.430
4 C -0.323 -0.559 2.423  C2 1.427, C5 1.423, H9 1.101
5 C -0.173 -1.928 2.784  C4 1.423, C7 1.474, H12 1.077
6 C 1.446 -2.093 0.878  C3 1.430, C7 1.405, H13 1.043
7 C 0.694 -2.716 1.888  C5 1.474, C6 1.405, H14 1.045
8 H 0.281 1.280 1.058  C2 1.171
9 H -1.036 0.021 3.030  C4 1.101
10 H 1.406 0.213 -1.271  C1 1.070
11 H 2.786 -0.685 -0.628  C1 1.170
12 H -0.593 -2.586 3.525  C5 1.077
13 H 2.190 -2.576 0.331  C6 1.043
14 H 0.810 -3.741 2.051  C7 1.045
15 H 2.367 0.938 0.000  C1 1.068
16 C -1.807 1.518 -1.571  C17 1.559, H18 1.123, H19 1.129, H20 1.112
17 C -1.499 2.179 -2.949  C16 1.559, H21 1.006, H22 1.142, H23 1.121
18 H -1.431 2.066 -0.666  C16 1.123
19 H -2.901 1.324 -1.370  C16 1.129
20 H -1.364 0.499 -1.537  C16 1.112
21 H -2.222 1.926 -3.602  C17 1.006
22 H -0.430 2.167 -3.351  C17 1.142
23 H -1.581 3.274 -2.719  C17 1.121

Calculated values
* gap between HOMO and LUMO (alpha / beta): 2.51 / 7.11 eV
* total charge: -1
* E_HOMO (alpha / beta): 1.064 / -3.623 eV
* multiplicity: 2
* energy above the lowest of the compared OMol25 structures with the same formula, charge and spin: 45.2 kcal/mol
* calculated total energy: -351.20727 a.u.
* LUMO (alpha / beta): 3.57 / 3.49 eV

Löwdin atomic charge list, values in e, 2 entries: number 1, C, carries -0.1592; number 2, C, carries -0.1869

---

No. 2
Below is a cluster of 2 separate species, C9H14 in total at a distorted geometry, with properties calculated with ωB97M-V/def2-TZVPD.

Last columns: bonded neighbours and bond lengths (Å).
Geometry (Å):
1 C 2.996 1.036 -1.648  C2 1.533, H3 1.088, H4 1.089, H5 1.089
2 C 4.173 2.015 -1.739  C1 1.533, H6 1.093, H7 1.084, H8 1.093
3 H 2.395 1.106 -2.552  C1 1.088
4 H 3.402 0.033 -1.528  C1 1.089
5 H 2.307 1.262 -0.836  C1 1.089
6 H 5.089 1.576 -1.334  C2 1.093
7 H 4.383 2.346 -2.750  C2 1.084
8 H 4.051 2.898 -1.108  C2 1.093
9 C -3.527 -1.373 2.320  C15 1.510, H21 1.096, H22 1.100, H23 1.092
10 C -0.422 -0.284 -0.426  C11 1.414, C12 1.386, H16 1.089
11 C -0.310 0.122 0.923  C10 1.414, C13 1.414, H17 1.082
12 C -1.492 -1.010 -0.926  C10 1.386, C14 1.453, H18 1.081
13 C -1.333 -0.270 1.817  C11 1.414, C15 1.380, H19 1.089
14 C -2.585 -1.250 0.001  C12 1.453, C15 1.401, H20 1.091
15 C -2.418 -0.996 1.369  C9 1.510, C13 1.380, C14 1.401
16 H 0.386 -0.126 -1.138  C10 1.089
17 H 0.672 0.443 1.243  C11 1.082
18 H -1.566 -1.235 -1.981  C12 1.081
19 H -1.362 -0.020 2.876  C13 1.089
20 H -3.393 -1.868 -0.393  C14 1.091
21 H -3.633 -2.456 2.451  C9 1.096
22 H -4.523 -0.988 2.056  C9 1.100
23 H -3.288 -0.961 3.303  C9 1.092

Calculated values
* gap between HOMO and LUMO (alpha / beta): 2.47 / 6.74 eV
* total charge: -1
* E_HOMO (alpha / beta): 0.925 / -3.397 eV
* multiplicity: 2
* energy above the lowest of the compared OMol25 structures with the same formula, charge and spin: 8.9 kcal/mol
* calculated total energy: -351.26520 a.u.
* LUMO (alpha / beta): 3.40 / 3.34 eV

Löwdin atomic charge list, values in e, 2 entries: number 1, C, carries -0.1718; number 2, C, carries -0.1846

---

No. 3
Below is a cluster of 2 separate species, C9H14 in total at a distorted geometry, with properties calculated with ωB97M-V/def2-TZVPD.

Last columns: bonded neighbours and bond lengths (Å).
Geometry (Å):
1 C 2.697 0.201 0.817  C5 1.496, H12 1.095, H13 1.098, H15 1.098
2 C 0.319 -0.387 -2.072  C3 1.417, C4 1.414, H8 1.084
3 C -0.448 -1.489 -1.622  C2 1.417, C6 1.380, H9 1.087
4 C 1.295 0.155 -1.204  C2 1.414, C5 1.376, H10 1.092
5 C 1.563 -0.382 0.034  C1 1.496, C4 1.376, C7 1.409
6 C -0.212 -2.047 -0.382  C3 1.380, C7 1.454, H11 1.087
7 C 0.802 -1.477 0.490  C5 1.409, C6 1.454, H14 1.086
8 H -0.044 0.043 -2.999  C2 1.084
9 H -1.150 -1.920 -2.331  C3 1.087
10 H 1.796 1.089 -1.467  C4 1.092
11 H -0.679 -3.008 -0.182  C6 1.087
12 H 2.891 -0.242 1.799  C1 1.095
13 H 2.607 1.286 0.960  C1 1.098
14 H 1.105 -2.088 1.335  C7 1.086
15 H 3.662 0.098 0.306  C1 1.098
16 C -1.523 1.820 0.766  C17 1.511, H18 1.095, H19 1.096, H20 1.087
17 C -2.547 0.715 0.880  C16 1.511, H21 1.095, H22 1.092, H23 1.090
18 H -2.035 2.752 0.501  C16 1.095
19 H -0.921 1.899 1.679  C16 1.096
20 H -0.741 1.688 0.023  C16 1.087
21 H -3.125 0.704 -0.049  C17 1.095
22 H -2.070 -0.259 1.010  C17 1.092
23 H -3.244 0.848 1.708  C17 1.090

Calculated values
* gap between HOMO and LUMO (alpha / beta): 3.25 / 7.41 eV
* total charge: -1
* E_HOMO (alpha / beta): 0.880 / -3.413 eV
* multiplicity: 2
* energy above the lowest of the compared OMol25 structures with the same formula, charge and spin: 5.5 kcal/mol
* calculated total energy: -351.27057 a.u.
* LUMO (alpha / beta): 4.13 / 4.00 eV

Löwdin atomic charge list, values in e, 2 entries: number 1, C, carries -0.1099; number 2, C, carries -0.1923

---

No. 4
Below is a cluster of 2 separate species, C9H14 in total at a distorted geometry, with properties calculated with ωB97M-V/def2-TZVPD.

Last columns: bonded neighbours and bond lengths (Å).
Geometry (Å):
1 C 2.845 -1.324 -2.648  C2 1.505, H8 1.086, H9 1.085, H10 1.088
2 C 2.107 -0.570 -1.574  C1 1.505, C3 1.394, C7 1.383
3 C 1.824 -1.149 -0.338  C2 1.394, C4 1.388, H11 1.082
4 C 1.025 -0.471 0.572  C3 1.388, C5 1.388, H12 1.079
5 C 0.491 0.775 0.275  C4 1.388, C6 1.381, H13 1.081
6 C 0.780 1.351 -0.947  C5 1.381, C7 1.385, H14 1.079
7 C 1.583 0.679 -1.854  C2 1.383, C6 1.385, H15 1.086
8 H 2.246 -2.157 -3.006  C1 1.086
9 H 3.744 -1.788 -2.258  C1 1.085
10 H 3.125 -0.638 -3.445  C1 1.088
11 H 2.300 -2.091 -0.100  C3 1.082
12 H 0.776 -0.925 1.520  C4 1.079
13 H -0.181 1.204 1.005  C5 1.081
14 H 0.385 2.324 -1.196  C6 1.079
15 H 1.803 1.144 -2.810  C7 1.086
16 C -2.722 -0.182 1.889  C17 1.531, H18 1.089, H19 1.087, H20 1.093
17 C -3.462 1.112 2.234  C16 1.531, H21 1.087, H22 1.088, H23 1.085
18 H -3.424 -0.996 1.715  C16 1.089
19 H -1.947 -0.069 1.134  C16 1.087
20 H -2.221 -0.551 2.788  C16 1.093
21 H -3.032 2.020 1.820  C17 1.087
22 H -4.500 1.068 1.913  C17 1.088
23 H -3.546 1.234 3.309  C17 1.085

Calculated values
* gap between HOMO and LUMO: 10.11 eV
* total charge: 0
* SMILES: Cc1ccccc1.CC
* E_HOMO: -9.067 eV
* energy above the lowest of the compared OMol25 structures with the same formula, charge and spin: 7.6 kcal/mol
* calculated total energy: -351.31814 a.u.
* LUMO: 1.05 eV

Löwdin atomic charge list, values in e, 2 entries: number 1, C, carries -0.0523; number 2, C, carries -0.2869

---

No. 5
Below is a cluster of 2 separate species, C9H14 in total at a distorted geometry, with properties calculated with ωB97M-V/def2-TZVPD.

Last columns: bonded neighbours and bond lengths (Å).
Geometry (Å):
1 C -2.696 0.283 -1.314  C2 1.507, H8 1.090, H9 1.088, H10 1.093
2 C -1.530 0.604 -0.415  C1 1.507, C3 1.388, C7 1.387
3 C -0.881 -0.399 0.291  C2 1.388, C4 1.391, H11 1.083
4 C 0.084 -0.062 1.235  C3 1.391, C5 1.381, H12 1.086
5 C 0.397 1.262 1.474  C4 1.381, C6 1.387, H13 1.080
6 C -0.208 2.265 0.730  C5 1.387, C7 1.385, H14 1.083
7 C -1.185 1.929 -0.192  C2 1.387, C6 1.385, H15 1.082
8 H -2.376 -0.080 -2.290  C1 1.090
9 H -3.281 1.182 -1.496  C1 1.088
10 H -3.363 -0.449 -0.852  C1 1.093
11 H -1.160 -1.420 0.063  C3 1.083
12 H 0.560 -0.865 1.789  C4 1.086
13 H 1.027 1.534 2.308  C5 1.080
14 H 0.162 3.276 0.856  C6 1.083
15 H -1.785 2.704 -0.652  C7 1.082
16 C 3.146 -1.824 -0.476  C17 1.529, H18 1.086, H19 1.090, H20 1.087
17 C 1.928 -2.739 -0.602  C16 1.529, H21 1.090, H22 1.088, H23 1.099
18 H 3.498 -1.857 0.552  C16 1.086
19 H 3.952 -2.209 -1.101  C16 1.090
20 H 2.927 -0.792 -0.742  C16 1.087
21 H 2.007 -3.622 0.034  C17 1.090
22 H 1.640 -2.955 -1.629  C17 1.088
23 H 1.030 -2.325 -0.122  C17 1.099

Calculated values
* gap between HOMO and LUMO: 10.11 eV
* total charge: 0
* SMILES: Cc1ccccc1.CC
* E_HOMO: -9.072 eV
* energy above the lowest of the compared OMol25 structures with the same formula, charge and spin: 7.4 kcal/mol
* calculated total energy: -351.31836 a.u.
* LUMO: 1.04 eV

Löwdin atomic charge list, values in e, 2 entries: number 1, C, carries -0.0541; number 2, C, carries -0.2852